No. 1
DFT (the ωB97M-V functional and the def2-TZVPD basis) results for a molecular structure, C51H57Br2GeNOP2Ti in a non-equilibrium geometry.

Positions of all 116 atoms, in Å:
Ti: -0.0423 -0.0671 0.2761
C: -1.6693 -0.9702 -4.9491
C: -0.6615 -0.6672 -3.8783
C: 0.3125 -1.6213 -3.5370
C: 1.2504 -1.3644 -2.5635
C: 1.2483 -0.1287 -1.9020
C: 0.3283 0.8470 -2.2711
C: -0.6399 0.5636 -3.2410
H: -1.1768 -1.1018 -5.9135
H: -2.3996 -0.1696 -5.0500
H: -2.2008 -1.8990 -4.7349
H: 0.3301 -2.5705 -4.0596
H: 1.9984 -2.1073 -2.3157
H: 2.0834 0.1242 -1.2461
H: 0.4286 1.8557 -1.8972
H: -1.3429 1.3358 -3.5310
C: -1.8870 -2.9245 -1.4437
C: -0.6257 -3.3050 -0.7442
C: -0.1824 -4.6422 -0.8751
C: 0.9614 -5.0473 -0.2682
C: 1.6892 -4.1283 0.5206
C: 2.8711 -4.4439 1.2444
Br: 3.6180 -6.1570 1.1278
C: 3.4613 -3.5153 2.0461
C: 2.9181 -2.2113 2.1554
Br: 3.6871 -1.0607 3.4116
C: 1.8216 -1.8610 1.4216
O: 1.2423 -0.6111 1.4448
C: 1.1818 -2.8260 0.6144
N: 0.0376 -2.4166 -0.0296
H: -1.9045 -3.3356 -2.4527
H: -2.7464 -3.3378 -0.9109
H: -1.9953 -1.8494 -1.5171
H: -0.7692 -5.3256 -1.4731
H: 1.3186 -6.0630 -0.3708
H: 4.3409 -3.7623 2.6224
C: -3.5442 -0.5692 0.6426
C: -3.2454 0.3380 -0.5660
P: -2.3347 1.8462 -0.0680
C: -2.3567 2.9418 -1.5112
C: -1.2688 3.7740 -1.7641
C: -1.2741 4.6309 -2.8565
C: -2.3717 4.6622 -3.7036
C: -3.4699 3.8493 -3.4507
C: -3.4661 2.9982 -2.3568
C: -3.5088 2.6030 1.1097
C: -3.0667 3.3378 2.2058
C: -3.9741 3.9855 3.0321
C: -5.3334 3.8972 2.7795
C: -5.7877 3.1594 1.6949
C: -4.8810 2.5224 0.8623
P: -2.0438 -0.7816 1.6921
C: -1.9617 -2.4731 2.3152
C: -2.8952 -3.4563 2.0059
C: -2.7364 -4.7466 2.5004
C: -1.6460 -5.0540 3.2976
C: -0.7155 -4.0710 3.6175
C: -0.8735 -2.7847 3.1318
C: -2.2548 0.2252 3.1806
C: -3.4551 0.2098 3.8912
C: -3.5661 0.9045 5.0825
C: -2.4759 1.6124 5.5804
C: -1.2755 1.6161 4.8873
C: -1.1658 0.9198 3.6905
H: -3.8952 -1.5373 0.2859
H: -4.3327 -0.1459 1.2640
H: -4.1514 0.5350 -1.1393
H: -2.5764 -0.1674 -1.2705
H: -0.4063 3.7657 -1.1084
H: -0.4243 5.2735 -3.0422
H: -2.3794 5.3278 -4.5559
H: -4.3332 3.8850 -4.1012
H: -4.3393 2.3885 -2.1691
H: -2.0185 3.3891 2.4482
H: -3.6145 4.5513 3.8808
H: -6.0413 4.4007 3.4238
H: -6.8474 3.0879 1.4908
H: -5.2638 1.9696 0.0149
H: -3.7639 -3.2360 1.3995
H: -3.4720 -5.5045 2.2680
H: -1.5259 -6.0570 3.6844
H: 0.1287 -4.3066 4.2516
H: -0.1466 -2.0229 3.3966
H: -4.3083 -0.3536 3.5311
H: -4.4989 0.8896 5.6292
H: -2.5621 2.1487 6.5157
H: -0.4173 2.1473 5.2800
H: -0.2094 0.9088 3.1743
C: 2.6421 7.0833 1.6794
C: 1.9697 5.7810 2.0853
C: 1.0612 5.2419 0.9853
C: 0.2809 3.9646 1.3648
Ge: 1.3628 2.4074 0.9277
C: 2.8574 2.2448 2.1245
C: 2.5003 2.4144 3.5983
C: 3.7159 2.5509 4.5075
C: 3.3287 2.6517 5.9741
H: 3.3013 7.4548 2.4622
H: 1.9031 7.8593 1.4744
H: 3.2434 6.9548 0.7774
H: 1.3699 5.9330 2.9879
H: 2.7332 5.0453 2.3530
H: 1.6446 5.0911 0.0684
H: 0.3296 6.0157 0.7326
H: -0.6618 3.9157 0.8264
H: 0.0472 3.9407 2.4308
H: 1.8886 2.5664 -0.5164
H: 3.4834 3.0763 1.7722
H: 3.4267 1.3369 1.9360
H: 1.8904 1.5638 3.9208
H: 1.8773 3.3060 3.7319
H: 4.2859 3.4343 4.2050
H: 4.3902 1.7052 4.3494
H: 2.6920 3.5212 6.1513
H: 4.2001 2.7487 6.6195
H: 2.7751 1.7671 6.2982

The gap between HOMO and LUMO (spin up / spin down) comes out at 7.43 / 6.39 eV. The charge is +2. As for the expectation value of S²: 2.008. As for the multiplicity: 3.

=====

No. 2
DFT (the ωB97M-V functional and the def2-TZVPD basis) results for a molecular structure, C4H8N2O in a non-equilibrium geometry.

Positions of all 15 atoms, in Å:
N: -1.7844 1.0709 0.3481
C: -1.0600 -0.0902 0.5535
O: -0.3194 -0.1053 1.5965
C: -0.9280 -1.0940 -0.4251
N: 1.0935 -0.7292 -0.9456
C: 1.7744 -0.4119 0.2051
C: 1.5171 0.6808 -0.7495
H: -1.9212 1.5901 1.2073
H: -2.6286 0.9733 -0.1969
H: -0.6064 -2.0757 -0.1019
H: -1.5409 -1.0428 -1.3255
H: 0.8088 -0.2616 1.1769
H: 2.6469 -0.9507 0.5978
H: 0.7434 1.3809 -0.4319
H: 2.2047 1.0655 -1.5089

The gap between HOMO and LUMO (spin up / spin down) comes out at 8.49 / 8.49 eV. Its energy above the lowest of the compared OMol25 structures with the same formula, charge and spin is 488.91 kJ/mol.

=====

No. 3
DFT (the ωB97M-V functional and the def2-TZVPD basis) results for a molecular structure, C47H48CaF4N4O4SSeSi.

Positions of all 111 atoms, in Å:
Ca: 1.2414 0.8439 1.4915
C: 2.4829 3.6676 0.1595
O: 2.1137 2.3228 -0.1730
C: 2.7209 1.7146 -1.2488
C: 3.4556 2.4381 -2.1769
C: 4.0709 1.7818 -3.2341
C: 3.9681 0.4072 -3.3540
C: 3.2251 -0.3110 -2.4316
C: 2.5652 0.3304 -1.3907
N: 1.7745 -0.3798 -0.4341
N: 1.5913 -1.5917 -0.7366
C: 0.9470 -2.4675 0.0936
C: 0.3273 -2.1668 1.3412
O: 0.1454 -0.9943 1.7988
C: -0.1799 -3.2749 2.1172
C: -0.1672 -4.5395 1.6559
C: 0.3624 -4.8609 0.3674
C: 0.3343 -6.1841 -0.1136
C: 0.8577 -6.4999 -1.3407
C: 1.4393 -5.4807 -2.1112
C: 1.4831 -4.1859 -1.6585
C: 0.9337 -3.8298 -0.4061
H: 2.0523 4.3655 -0.5568
H: 3.5683 3.7582 0.1982
H: 2.0731 3.8524 1.1477
H: 3.5414 3.5103 -2.0817
H: 4.6467 2.3541 -3.9521
H: 4.4822 -0.1178 -4.1490
H: 3.1623 -1.3879 -2.4726
H: -0.5960 -3.0169 3.0832
H: -0.5776 -5.3455 2.2565
H: -0.1031 -6.9530 0.5155
H: 0.8438 -7.5207 -1.7031
H: 1.8829 -5.7198 -3.0717
H: 1.9574 -3.4184 -2.2526
C: -0.4304 1.5495 -2.7716
C: -1.0176 2.9223 -3.1118
C: -0.1250 4.0529 -2.6003
C: -2.4638 3.0524 -2.6652
C: -3.4469 3.1782 -3.6411
C: -4.7949 3.2435 -3.3166
C: -5.1637 3.1447 -1.9852
C: -4.2157 3.0177 -0.9750
C: -4.6798 2.8020 0.4568
C: -5.5432 1.5424 0.5674
C: -5.4328 4.0096 1.0181
C: -2.8354 3.0160 -1.2979
N: -1.8687 2.8888 -0.2984
C: -1.6605 3.9194 0.5131
C: -2.0963 5.2737 0.3923
C: -1.7407 6.2491 1.3115
C: -0.9397 5.9813 2.4177
C: -0.4910 4.6669 2.5925
C: -0.8613 3.7312 1.6735
F: -0.4250 2.4248 1.8575
H: 0.5943 1.4662 -3.1463
H: -1.0251 0.7517 -3.2247
H: -0.4275 1.3984 -1.6926
H: -1.0396 3.0010 -4.2057
H: -0.0558 4.0180 -1.5122
H: -0.5251 5.0313 -2.8819
H: 0.8828 3.9567 -3.0189
H: -3.1391 3.2158 -4.6820
H: -5.5462 3.3448 -4.0913
H: -6.2174 3.1503 -1.7185
H: -3.7825 2.6347 1.0515
H: -6.4975 1.6669 0.0439
H: -5.7662 1.3237 1.6166
H: -5.0317 0.6764 0.1435
H: -6.3172 4.2273 0.4082
H: -4.8040 4.9001 1.0388
H: -5.7752 3.8076 2.0383
H: -2.7140 5.5385 -0.4589
H: -2.1016 7.2600 1.1472
H: -0.6697 6.7534 3.1251
H: 0.1343 4.3643 3.4252
S: -3.3429 -1.0970 3.8392
C: -2.7968 0.0689 2.6604
N: -2.7341 -0.3281 1.4457
C: -3.1137 -1.6592 1.3574
C: -3.0773 -2.4098 0.1786
C: -3.4333 -3.7401 0.2292
C: -3.8331 -4.3284 1.4380
C: -3.8714 -3.6007 2.6108
C: -3.4995 -2.2566 2.5633
H: -2.4991 1.0640 2.9764
H: -2.7433 -1.9333 -0.7355
H: -3.3813 -4.3476 -0.6663
H: -4.0986 -5.3788 1.4549
H: -4.1592 -4.0697 3.5445
C: 7.2112 -4.8014 0.4698
Si: 5.4726 -4.2881 -0.1026
C: 4.3423 -5.6784 0.5160
C: 5.5282 -4.4854 -1.9956
Se: 4.8544 -2.2901 0.5628
H: 7.4886 -5.7922 0.0867
H: 7.2504 -4.8248 1.5636
H: 7.9535 -4.0724 0.1293
H: 4.6293 -6.6522 0.0960
H: 3.3039 -5.4749 0.2390
H: 4.3889 -5.7429 1.6083
H: 6.0883 -5.3786 -2.3018
H: 5.9946 -3.6046 -2.4474
H: 4.5109 -4.5683 -2.3894
F: 0.5022 1.0206 4.6206
C: 1.7892 0.6516 4.8904
F: 1.8866 0.5270 6.2136
F: 1.9484 -0.5692 4.3524
C: 2.7631 1.6927 4.2606
O: 3.4706 2.3430 5.0113
O: 2.6364 1.7515 3.0002

The gap between HOMO and LUMO comes out at 5.47 eV. The charge is -2. Its energy above the lowest of the compared OMol25 structures with the same formula, charge and spin is 18.64 kJ/mol.